(1)
7 unconnected molecules or ions with the total composition C18H40Cl10O4, computed with the ωB97M-V functional and the def2-TZVPD basis.

Calculated values
orbital gap = 9.78 eV
SMILES = COCCOC.COCCOC.ClCCCl.ClCCCl.ClCCCl.ClCCCl.ClCCCl

Last column: Mulliken charge in e.
CARTESIAN COORDINATES (ANGSTROEM)
C 2.08919 4.54162 1.69838  -0.7648
O 1.82380 3.16660 1.51117  -0.2584
C 2.75445 2.35395 2.18066  -0.5937
C 2.44769 0.85278 1.99762  -0.6001
O 1.34336 0.53093 2.79425  -0.2692
C 0.79864 -0.74399 2.47984  -0.8127
H 1.97304 4.82512 2.74444  0.3226
H 1.46687 5.24661 1.14720  0.2517
H 3.13347 4.78440 1.50179  0.2988
H 2.79550 2.50441 3.25945  0.3365
H 3.76021 2.59297 1.83511  0.4245
H 3.33178 0.24906 2.20255  0.3839
H 2.19341 0.67751 0.95230  0.3473
H 1.49418 -1.58068 2.41453  0.3212
H 0.46434 -0.64926 1.44671  0.3205
H -0.12806 -1.00731 2.98974  0.2922
C -3.16023 0.01903 -8.62724  -0.7515
O -2.98351 -1.15011 -7.91413  -0.3049
C -1.95399 -2.06465 -8.30669  -0.3762
C -0.50621 -1.53702 -8.06279  -0.5900
O -0.26510 -1.24515 -6.67850  -0.3090
C 0.36285 -2.33522 -6.00601  -0.6517
H -4.11576 0.35425 -8.22390  0.2727
H -3.34616 -0.05245 -9.69887  0.3157
H -2.47885 0.83279 -8.37898  0.2874
H -2.09227 -2.45312 -9.31568  0.3455
H -2.07143 -2.97531 -7.71932  0.2441
H -0.37932 -0.62530 -8.64655  0.3266
H 0.30017 -2.08583 -8.54925  0.4042
H 0.63122 -2.02521 -4.99607  0.2395
H 1.31759 -2.60046 -6.46012  0.2951
H -0.33405 -3.17274 -6.03777  0.2524
Cl -4.40780 3.69439 -2.23444  -0.1713
C -3.46580 3.98170 -0.76010  -0.4172
C -3.54007 2.82936 0.17920  -0.4063
Cl -5.21561 2.67003 0.89813  -0.1951
H -3.81034 4.88826 -0.26256  0.3061
H -2.45250 4.28756 -1.02044  0.2936
H -2.76385 2.78529 0.94318  0.3198
H -3.39475 1.95860 -0.46015  0.2705
Cl -1.79445 -0.52993 9.13933  -0.1854
C -1.76122 0.28734 7.50082  -0.4376
C -3.19872 0.41835 6.96117  -0.3954
Cl -3.80654 -1.25482 6.69498  -0.1805
H -1.11468 -0.28475 6.83540  0.2794
H -1.25393 1.25044 7.55718  0.3191
H -3.10770 0.99302 6.03945  0.2848
H -3.90561 0.88846 7.64483  0.3159
Cl 6.68821 7.17735 6.60811  -0.1891
C 5.81611 8.27397 7.76193  -0.4488
C 5.53208 9.60584 7.20839  -0.4172
Cl 4.25799 9.56646 5.93124  -0.1768
H 6.46085 8.34929 8.63756  0.2929
H 4.87912 7.84815 8.12085  0.3264
H 6.39759 10.16927 6.85976  0.3409
H 5.17659 10.19741 8.05205  0.2714
Cl -3.68466 -3.85518 -2.19355  -0.1854
C -4.09990 -5.55027 -2.06881  -0.3756
C -5.07303 -5.81602 -3.22281  -0.4505
Cl -5.95453 -7.41566 -3.00214  -0.2144
H -4.49862 -5.63171 -1.05764  0.3092
H -3.18768 -6.13685 -2.17777  0.2872
H -4.52108 -5.77638 -4.16189  0.3216
H -5.87564 -5.07852 -3.22256  0.3078
Cl 3.02336 -9.20556 0.73916  -0.1890
C 3.35212 -7.53722 0.19855  -0.4683
C 4.14254 -7.48035 -1.09101  -0.3893
Cl 4.51845 -5.73708 -1.51981  -0.2006
H 3.89661 -7.03913 1.00075  0.3159
H 2.36619 -7.07802 0.12636  0.3193
H 3.65429 -7.96194 -1.93823  0.3283
H 5.05976 -7.97940 -0.77833  0.2835



(2)
7 unconnected molecules or ions with the total composition C18H40Cl10O4, computed with the ωB97M-V functional and the def2-TZVPD basis.

Calculated values
orbital gap = 9.68 eV
SMILES = COCCOC.COCCOC.ClCCCl.ClCCCl.ClCCCl.ClCCCl.ClCCCl

Last column: Mulliken charge in e.
CARTESIAN COORDINATES (ANGSTROEM)
C -3.15728 -1.91314 -0.85959  -0.6150
O -4.47660 -2.44918 -0.76091  -0.3819
C -5.45674 -1.46528 -0.78946  -0.3148
C -6.70012 -1.99640 -0.14554  -0.6068
O -6.34169 -2.34595 1.18003  -0.2393
C -7.42383 -2.83018 1.86846  -0.7644
H -3.12746 -0.98664 -1.45239  0.3234
H -2.52672 -2.65633 -1.33906  0.3137
H -2.78852 -1.65469 0.14212  0.1499
H -5.62150 -1.18636 -1.83632  0.3595
H -5.15347 -0.57724 -0.21489  0.1942
H -7.08341 -2.89169 -0.65232  0.3586
H -7.44773 -1.18956 -0.09875  0.3738
H -8.19332 -2.05354 2.00553  0.2986
H -7.06591 -3.14755 2.84356  0.2246
H -7.88301 -3.68651 1.35386  0.3109
C -4.65345 5.62253 0.44654  -0.7406
O -3.50393 4.82180 0.55256  -0.3070
C -3.18262 4.56493 1.85318  -0.3919
C -3.64126 3.19606 2.30488  -0.5651
O -3.37113 2.14481 1.38469  -0.2952
C -2.04229 1.68979 1.39629  -0.1071
H -4.47938 6.62888 0.85448  0.3096
H -5.50317 5.17832 0.99101  0.3065
H -4.92243 5.70096 -0.60070  0.2407
H -3.66435 5.30156 2.51712  0.4058
H -2.10804 4.68044 1.99581  0.1983
H -4.69384 3.18992 2.59674  0.3652
H -3.09758 3.00335 3.25776  0.3316
H -1.71472 1.36480 2.38955  0.3649
H -1.26447 2.33627 0.95352  -0.0129
H -2.01662 0.86018 0.67975  -0.0822
Cl 0.60552 4.28437 1.17288  -0.1758
C 2.37575 4.15013 1.36392  -0.5850
C 3.02305 3.43183 0.24518  -0.0883
Cl 4.77921 3.77097 0.36347  -0.1738
H 2.59489 3.63979 2.29891  0.3252
H 2.72800 5.16947 1.46673  0.3772
H 2.66620 3.79436 -0.71286  0.3126
H 2.88303 2.36361 0.31326  -0.0091
Cl 0.69684 0.64830 -0.44763  -0.0948
C 1.71873 -0.72423 -0.89873  -0.4650
C 1.67516 -1.77755 0.20279  -0.4806
Cl 0.04402 -2.45951 0.33855  -0.1665
H 2.73162 -0.37784 -1.08477  0.1651
H 1.34163 -1.17529 -1.81658  0.3709
H 1.94857 -1.34837 1.16447  0.3499
H 2.41456 -2.53405 -0.05076  0.3373
Cl 6.69024 -5.13525 -1.30255  -0.1868
C 7.37538 -3.47430 -1.34191  -0.4237
C 7.05434 -2.77740 -2.65692  -0.4699
Cl 5.35333 -2.18105 -2.70103  -0.1551
H 8.45301 -3.58773 -1.24843  0.3009
H 6.95756 -2.95629 -0.48793  0.3135
H 7.17338 -3.45974 -3.48916  0.3572
H 7.64602 -1.87657 -2.77885  0.2713
Cl -0.15514 -6.88241 0.22969  -0.2018
C 0.96499 -6.00109 1.27034  -0.2441
C 1.27899 -6.77639 2.52373  -0.3966
Cl 2.78660 -6.21463 3.25604  -0.2037
H 0.61399 -4.99871 1.51126  0.1684
H 1.85984 -5.82538 0.67715  0.2680
H 1.34812 -7.83418 2.28514  0.3132
H 0.48629 -6.64271 3.25207  0.2983
Cl 4.99108 1.70869 -2.71455  -0.1256
C 4.77161 3.36046 -3.37510  -0.3796
C 6.12541 3.90159 -3.71689  -0.5103
Cl 7.04704 4.47464 -2.28930  -0.1757
H 4.17842 3.95255 -2.69624  0.2068
H 4.24439 3.23568 -4.32210  0.3293
H 6.07477 4.72337 -4.43605  0.3193
H 6.76015 3.15651 -4.18478  0.3215



Referenced to the most stable arrangement, the calculated values in hartree are (1) 0.0478; (2) 0.0000.



(1)
10 unconnected molecules or ions with the total composition BF4H18O9, computed with the ωB97M-V functional and the def2-TZVPD basis.

Calculated values
total charge = -1
orbital gap = 10.34 eV

Last column: Mulliken charge in e.
CARTESIAN COORDINATES (ANGSTROEM)
B -0.41892 -0.91234 1.10882  0.6218
F 0.36824 -0.77263 -0.03737  -0.4341
F -0.89654 0.34523 1.42445  -0.3947
F -1.38869 -1.88007 0.83357  -0.4074
F 0.42691 -1.46855 2.03352  -0.3857
O -4.10663 -0.78329 4.81487  -0.6527
H -3.76723 -0.68614 3.92514  0.3404
H -3.62153 -0.13756 5.32862  0.3117
O 5.42262 2.14158 2.01951  -0.6451
H 4.86770 1.53491 2.50966  0.3324
H 5.40531 2.94997 2.53182  0.3128
O 2.97977 -3.68024 -4.49107  -0.6235
H 3.68783 -4.11813 -4.96345  0.3090
H 3.08775 -2.75294 -4.70249  0.3184
O -6.09762 -0.74095 -1.16702  -0.6529
H -6.08601 -1.38682 -1.87338  0.3144
H -5.26816 -0.87261 -0.70778  0.3394
O -0.60397 3.16427 -2.71298  -0.6589
H -0.42098 2.45648 -2.09510  0.3425
H -1.27578 3.69203 -2.28127  0.3135
O -1.98165 5.25926 3.46605  -0.6481
H -1.77920 4.41899 3.05472  0.3342
H -2.40849 5.76745 2.77628  0.3140
O -1.57994 -4.86973 -3.26000  -0.6626
H -1.80663 -4.36727 -2.47746  0.3409
H -0.71439 -4.54660 -3.51030  0.3200
O 3.44087 -4.36338 0.00971  -0.6589
H 3.19031 -3.54919 0.44620  0.3411
H 3.21780 -4.22099 -0.91019  0.3157
O 2.69947 5.18118 -0.40742  -0.6515
H 2.17022 4.52769 -0.86468  0.3279
H 3.25753 4.67040 0.17902  0.3260



(2)
10 unconnected molecules or ions with the total composition BF4H18O9, computed with the ωB97M-V functional and the def2-TZVPD basis.

Calculated values
total charge = -1
orbital gap = 10.70 eV

Last column: Mulliken charge in e.
CARTESIAN COORDINATES (ANGSTROEM)
B -0.17480 0.16774 -0.42984  0.2962
F 0.94041 0.27487 0.40104  -0.1249
F -0.35764 -1.18022 -0.80055  -0.4446
F -1.31743 0.44757 0.38462  -0.5104
F -0.02788 0.87983 -1.63118  -0.3197
O 2.88947 -1.28229 -0.65933  -0.6863
H 1.95446 -1.44949 -0.49207  0.2449
H 3.10066 -0.52413 -0.09995  0.4006
O -2.43116 -2.70648 -2.10759  -0.6554
H -2.04528 -3.27091 -2.78324  0.3012
H -1.66997 -2.27390 -1.68574  0.4111
O -3.27438 2.68779 0.07869  -0.6818
H -4.10118 2.20020 0.02821  0.2978
H -2.59813 2.00329 0.19503  0.3835
O 1.73124 -1.79068 2.56700  -0.7372
H 1.60297 -2.50947 1.93601  0.3141
H 2.37900 -1.20112 2.13853  0.3636
O -1.05775 -1.47900 2.26700  -0.7251
H -1.17562 -0.70242 1.67766  0.2863
H -0.10709 -1.45224 2.50227  0.4822
O -2.54883 0.79319 3.73710  -0.6484
H -3.48478 0.61608 3.60865  0.2946
H -2.09735 0.08882 3.24124  0.4333
O 3.35652 0.60068 1.64944  -0.6915
H 3.59476 1.19091 2.37095  0.2844
H 2.43532 0.82563 1.43587  0.4171
O -1.31181 2.40380 -3.84257  -0.6700
H -1.11482 2.02563 -2.97190  0.4115
H -0.46149 2.71150 -4.16781  0.2812
O 2.80926 0.73195 -2.70794  -0.6125
H 2.21675 1.28138 -3.22977  0.2911
H 2.34657 -0.10851 -2.60985  0.3131



Referenced to the most stable arrangement, the calculated values in hartree are (1) 0.0662; (2) 0.0000.



(1)
5 unconnected molecules or ions with the total composition C10H20Br10, computed with the ωB97M-V functional and the def2-TZVPD basis.

Calculated values
orbital gap = 10.29 eV
SMILES = BrCCBr.BrCCBr.BrCCBr.BrCCBr.BrCCBr

Last column: Mulliken charge in e.
CARTESIAN COORDINATES (ANGSTROEM)
Br 8.96816 6.71656 6.36473  -0.2015
C 7.51125 8.06066 6.17985  -0.6515
C 7.22068 8.79279 7.45889  -0.0998
Br 5.57381 9.76686 6.97738  -0.1487
H 6.65513 7.49554 5.87756  0.4820
H 7.83171 8.78800 5.39455  0.3851
H 7.85941 9.53914 7.79830  -0.1007
H 7.08051 8.11159 8.30449  0.3348
Br 10.76926 12.54186 15.00440  -0.1676
C 11.68971 11.13230 13.98936  -0.5888
C 11.74999 11.42397 12.50663  -0.5647
Br 13.08820 10.22267 11.70808  -0.1584
H 11.13280 10.19793 14.12058  0.3574
H 12.69557 11.11192 14.37235  0.3741
H 12.05166 12.43142 12.34966  0.4126
H 10.86416 11.23310 11.91368  0.3396
Br 11.45472 6.64650 9.11889  -0.1227
C 9.78700 7.02165 10.07309  -0.2552
C 8.87588 5.77350 10.26577  -0.5178
Br 7.75835 6.23519 11.78419  -0.1593
H 9.19320 7.69018 9.45602  -0.0984
H 9.99797 7.45211 11.13704  0.4292
H 9.49388 4.93072 10.38586  0.4973
H 8.27532 5.64708 9.37376  0.3045
Br 15.94007 5.93360 9.59423  -0.1699
C 15.77046 6.54250 7.76509  -0.7220
C 14.56808 6.22083 6.93792  0.2460
Br 15.18220 6.98975 5.22374  -0.1813
H 16.59175 6.00538 7.37190  0.3955
H 16.03249 7.60821 7.82186  0.3589
H 13.77914 6.89547 7.31412  -0.4378
H 14.36066 5.15884 6.82023  0.4268
Br 13.26052 9.55959 6.47543  -0.1261
C 11.37893 9.85344 7.05558  0.1852
C 11.43775 11.12552 7.86345  -0.5454
Br 9.68227 11.63187 8.59192  -0.2454
H 11.09017 9.02898 7.73811  -0.3079
H 10.72264 9.68538 6.18336  0.3378
H 11.83430 11.99680 7.39250  0.4569
H 12.12273 11.03089 8.71170  0.2470



(2)
5 unconnected molecules or ions with the total composition C10H20Br10, computed with the ωB97M-V functional and the def2-TZVPD basis.

Calculated values
orbital gap = 9.93 eV
SMILES = BrCCBr.BrCCBr.BrCCBr.BrCCBr.BrCCBr

Last column: Mulliken charge in e.
CARTESIAN COORDINATES (ANGSTROEM)
Br 12.16077 0.40740 -28.10271  -0.1733
C 11.99417 -1.49267 -27.71184  -0.4239
C 12.36492 -1.83506 -26.30753  -0.3272
Br 11.94559 -3.74594 -26.01908  -0.1572
H 12.47644 -2.14202 -28.43967  0.2096
H 10.94255 -1.68350 -27.91136  0.3407
H 11.70678 -1.28564 -25.63600  0.2558
H 13.38683 -1.66948 -25.98292  0.0798
Br 8.68952 -2.13834 -18.93020  -0.1718
C 9.85390 -2.26923 -20.52749  -0.6272
C 10.00463 -0.92894 -21.21173  -0.5181
Br 11.00150 -1.17579 -22.85069  -0.0664
H 9.40156 -3.04778 -21.12720  0.3874
H 10.83378 -2.56730 -20.16428  0.3551
H 10.52257 -0.19848 -20.60172  0.3539
H 9.04450 -0.54343 -21.54240  0.3631
Br 15.25091 -3.64424 -29.57502  -0.1113
C 16.05015 -4.58362 -31.13572  -0.6456
C 15.20340 -4.30193 -32.34589  -0.6269
Br 13.55366 -5.32792 -32.28651  -0.0902
H 16.11770 -5.63803 -30.88050  0.3824
H 17.09379 -4.29484 -31.26066  0.3690
H 15.75165 -4.68978 -33.20903  0.3696
H 15.01849 -3.25954 -32.58427  0.3909
Br 17.64538 0.03442 -22.93261  -0.1294
C 16.24420 1.40802 -22.62190  -0.5738
C 15.52910 1.87985 -23.84765  -0.6051
Br 14.77101 0.28502 -24.81074  0.0094
H 16.77569 2.22802 -22.13752  0.3743
H 15.56244 1.02119 -21.86997  0.3447
H 16.10854 2.46293 -24.55750  0.3405
H 14.63207 2.46294 -23.65124  0.3454
Br 10.55595 -3.80422 -30.42155  -0.1189
C 10.58346 -3.07610 -32.24025  -0.5947
C 11.76168 -2.16328 -32.39843  -0.3892
Br 11.39752 -0.36598 -31.63082  -0.1465
H 9.65293 -2.57603 -32.48210  0.4452
H 10.70893 -3.95551 -32.86883  0.3277
H 11.99500 -1.90362 -33.43077  0.3772
H 12.71199 -2.40692 -31.93898  0.0751



Referenced to the most stable arrangement, the calculated values in hartree are (1) 0.0157; (2) 0.0000.



(1)
C4H6OS in the gas phase, computed with the ωB97M-V functional and the def2-TZVPD basis.

Calculated values
orbital gap = 8.55 eV
SMILES = O[C@@H]1C[C@H]1C=S

Last column: Mulliken charge in e.
CARTESIAN COORDINATES (ANGSTROEM)
O -2.38850 -0.99243 -0.09361  -0.5173
C -1.47482 -0.10870 0.45440  0.0306
C -1.33881 1.21878 -0.23019  -0.7016
C -0.25745 0.15309 -0.39807  0.0139
C 0.98991 0.37781 0.36524  -0.3855
S 2.39312 -0.30639 -0.07521  -0.2713
H -3.27634 -0.89564 0.25860  0.3224
H -1.33008 -0.19375 1.53050  0.3568
H -1.00355 2.13038 0.28753  0.2628
H -1.90116 1.37682 -1.18943  0.2434
H -0.16525 -0.51017 -1.28215  0.3828
H 0.98160 1.08816 1.19884  0.2631



(2)
2 unconnected molecules or ions with the total composition C4H6OS, computed with the ωB97M-V functional and the def2-TZVPD basis.

Calculated values
orbital gap (spin up / spin down) = 8.15 / 7.18 eV

Last column: Mulliken charge in e.
CARTESIAN COORDINATES (ANGSTROEM)
C -0.19141 0.39583 0.12413  0.6063
C 1.05664 0.86679 -0.20201  0.1031
C -0.18851 -1.09730 0.00798  -0.8223
C 2.33744 0.82077 -0.19148  -0.5815
O -1.12083 1.08302 0.56504  -0.5642
S -3.80839 -0.29102 -0.09783  -0.2047
H -0.21064 -1.56494 -1.05439  0.2702
H 0.69384 -1.39739 0.67076  0.2931
H -1.15436 -1.46124 0.43720  0.2197
H -3.27544 0.94947 0.20822  0.2079
H 3.08582 0.26969 0.49499  0.2327
H 2.77583 1.42633 -0.96261  0.2397



(3)
C4H6OS in the gas phase, computed with the ωB97M-V functional and the def2-TZVPD basis.

Calculated values
orbital gap = 8.51 eV
SMILES = CC(=S)[C@H]1CO1

Last column: Mulliken charge in e.
CARTESIAN COORDINATES (ANGSTROEM)
C 0.94365 1.37447 -0.07415  -0.9455
C 0.90864 -0.10778 -0.13587  0.1832
S 2.27959 -0.97875 -0.12624  -0.2581
C -0.33269 -0.88854 -0.37147  0.0459
C -1.51521 -0.81325 0.47523  -0.3039
O -1.46895 -0.17676 -0.77045  -0.4101
H 1.91090 1.59518 0.41542  0.3493
H 0.18098 1.74697 0.63638  0.2762
H 0.91163 1.90845 -1.02940  0.2718
H -0.07664 -1.83843 -0.93445  0.3474
H -2.28318 -1.62302 0.51406  0.2473
H -1.45873 -0.19853 1.40095  0.1964



Referenced to the most stable arrangement, the calculated values in hartree are (1) 0.0000; (2) 0.1167; (3) 0.0068.